DFT (ωB97M-V with the def2-TZVPD basis set) results for a structure of composition C9H2Cl3F5I2NRuS.

Structure (XYZ):
```
24
Properties=species:S:1:pos:R:3:mulliken_charge:R:1
Cl 1.33900 5.04373 -2.05451 -0.03
C 0.73541 -1.39520 0.41370 0.71
F 0.65955 -0.19366 1.05402 -0.22
C 0.74175 -3.85314 -1.00078 0.17
S -1.59330 -0.66145 -0.67024 0.04
C 1.76247 -3.48550 -0.10383 0.66
F 0.80983 -4.99152 -1.61781 -0.16
Ru -1.08638 1.04586 0.68644 0.49
F -1.25949 -3.24973 -2.00378 -0.18
F 2.73877 -4.27433 0.09068 -0.13
C 0.08557 2.79040 -1.72110 -0.42
I -0.72393 3.02560 2.49921 0.48
H -2.90345 2.57540 4.03527 0.44
F 2.75679 -1.98693 1.42603 -0.18
H -1.49158 1.64505 4.69335 0.42
C 1.76823 -2.23069 0.62607 -0.10
Cl 1.64071 2.73059 -3.80631 -0.04
C 0.53518 3.67808 -2.81646 0.84
N -0.27053 2.10328 -0.87657 -0.12
C -0.34573 -1.70562 -0.47626 0.33
C -2.03333 1.96636 3.80963 -0.76
Cl -0.90019 4.16050 -3.70275 -0.02
I -2.66721 0.23844 2.70904 0.44
C -0.29814 -2.97551 -1.19305 0.34
```

## Properties
Energy relative to the best compared isomer or geometry (same formula, charge and spin) = 0.0603 eV
2S+1 = 1
Net charge = +3